Entry 1:
Density functional theory data (wB97M-V/def2-TZVPD) for a cluster of 7 separate species, C35H53F7NO21P2 in total.

Last column: Löwdin charge in e.
Geometry (Å):
C  -3.7544  0.6517  2.0686  0.022
C  -4.3984  1.5898  1.0931  -0.466
O  -5.6017  1.8538  1.1480  0.112
O  -3.5667  2.1413  0.1448  -0.023
C  -3.8715  1.7289  -1.1834  -0.169
C  -3.5511  0.2491  -1.3840  -0.213
C  -2.0525  0.0552  -1.1002  -0.289
P  -1.5379  -1.6965  -1.0365  0.926
C  0.1158  -1.8856  -1.7777  -0.252
C  0.2495  -1.2423  -3.1662  -0.207
F  -0.9709  -0.7931  -3.6476  -0.075
C  -1.5761  -2.2071  0.7171  -0.268
C  -0.2284  -2.6796  1.3016  -0.202
C  0.5510  -1.6118  2.0688  -0.352
C  0.9099  -0.3963  1.2269  -0.042
C  1.8194  -2.3074  2.6216  -0.153
C  2.9988  -1.3860  2.9686  -0.181
C  4.0538  -1.4454  1.8962  -0.091
C  4.4691  -0.4247  1.1259  -0.348
C  5.2486  -0.6859  -0.1419  -0.061
C  4.2746  1.0265  1.4503  -0.058
P  -3.0847  -2.9787  -2.0161  0.759
N  -2.6327  -4.5421  -1.4241  -0.193
O  -2.7684  -3.0257  -3.6139  -0.316
H  -3.8906  -0.3885  1.7878  0.088
H  -4.2491  0.7835  3.0244  0.082
H  -2.6972  0.8468  2.2265  0.093
H  -3.1987  2.2939  -1.8218  0.134
H  -4.8858  1.9774  -1.4812  0.135
H  -4.1524  -0.3800  -0.7342  0.097
H  -3.7250  0.0276  -2.4333  0.116
H  -1.8069  0.4478  -0.1174  0.073
H  -1.4601  0.5958  -1.8278  0.100
H  0.3403  -2.9480  -1.8615  0.092
H  0.8782  -1.4731  -1.1254  0.076
H  0.9217  -0.3930  -3.0993  0.124
H  0.6585  -1.9326  -3.8953  0.123
H  -1.9599  -1.3755  1.3006  0.071
H  -2.3003  -3.0119  0.8220  0.077
H  0.3971  -3.1727  0.5593  0.099
H  -0.4661  -3.4543  2.0275  0.127
H  -0.0541  -1.3417  2.9298  0.096
H  1.1503  0.4549  1.8530  0.088
H  1.8021  -0.5816  0.6310  0.076
H  0.1239  -0.0972  0.5357  0.044
H  1.5457  -2.8548  3.5205  0.117
H  2.1201  -3.0675  1.9017  0.108
H  2.6993  -0.3727  3.1925  0.094
H  3.4467  -1.7868  3.8782  0.114
H  4.5246  -2.4082  1.7329  0.114
H  5.0949  0.1116  -0.8626  0.069
H  6.3168  -0.6684  0.0793  0.087
H  4.9891  -1.6377  -0.5874  0.068
H  3.5157  1.2002  2.2034  0.064
H  5.2151  1.3846  1.8640  0.098
H  4.0445  1.6271  0.5761  0.067
H  -2.8008  -5.2185  -2.1649  0.052
H  -1.6282  -4.5834  -1.2614  0.026
H  -1.9106  -3.4114  -3.8256  0.056
C  5.8929  6.1351  -0.3082  -0.042
C  5.1908  5.0527  -1.0931  -0.309
O  4.9617  4.0614  -0.1066  0.114
C  4.8661  4.7009  1.0999  -0.546
O  4.4461  4.2167  2.0924  0.184
O  5.3202  5.9701  0.9939  0.081
F  5.9770  4.5355  -2.0673  0.077
H  6.9688  5.9611  -0.2615  0.149
H  5.7040  7.1345  -0.6900  0.141
H  4.2379  5.3592  -1.5295  0.172
C  -5.7177  -5.2405  0.5615  -0.077
C  -6.5271  -6.3588  -0.0518  -0.315
O  -6.5730  -7.3049  0.9953  0.136
C  -6.4813  -6.6198  2.1764  -0.540
O  -6.7334  -7.0623  3.2372  0.206
O  -6.0572  -5.3458  1.9440  0.064
F  -5.8981  -6.9034  -1.1265  0.067
H  -4.6460  -5.4029  0.4343  0.120
H  -5.9820  -4.2597  0.1713  0.132
H  -7.5436  -6.0832  -0.3369  0.176
C  -4.1806  -0.8427  6.2064  -0.026
C  -3.2696  0.1686  6.8641  -0.304
O  -1.9772  -0.3031  6.4990  0.149
C  -2.1023  -0.9678  5.3266  -0.544
O  -1.2019  -1.2678  4.6132  0.158
O  -3.4005  -1.2329  5.0593  0.059
F  -3.3838  0.1637  8.2071  0.096
H  -4.3479  -1.7115  6.8427  0.152
H  -5.1397  -0.4274  5.9070  0.125
H  -3.3902  1.1910  6.5006  0.175
C  8.9476  3.0286  -5.2609  -0.043
C  7.6568  2.6862  -4.5579  -0.325
O  8.0416  2.6847  -3.1928  0.120
C  9.0838  3.5569  -3.0704  -0.557
O  9.4755  3.9953  -2.0449  0.181
O  9.5945  3.8588  -4.2884  0.078
F  7.2103  1.4472  -4.8861  0.077
H  9.5520  2.1405  -5.4470  0.149
H  8.7988  3.5631  -6.1947  0.139
H  6.8593  3.4068  -4.7076  0.150
C  -7.4995  0.9437  3.6733  -0.066
C  -8.9928  0.8389  3.4683  -0.306
O  -9.3601  -0.1375  4.4282  0.139
C  -8.4606  -0.0738  5.4505  -0.547
O  -8.5981  -0.5672  6.5119  0.198
O  -7.3676  0.6442  5.0676  0.044
F  -9.3041  0.3879  2.2298  0.080
H  -6.9622  0.1962  3.0884  0.134
H  -7.1000  1.9280  3.4472  0.133
H  -9.5438  1.7605  3.6612  0.177
C  3.6281  2.9992  -7.8404  -0.049
C  4.3903  3.8816  -6.8787  -0.304
O  5.5561  3.1176  -6.6261  0.092
C  5.7860  2.3470  -7.7381  -0.538
O  6.8028  1.7987  -7.9705  0.201
O  4.6855  2.3254  -8.5271  0.083
F  3.7182  4.0652  -5.7125  0.070
H  3.0136  2.2703  -7.3100  0.143
H  3.0078  3.5563  -8.5369  0.142
H  4.6744  4.8542  -7.2831  0.177

Calculated values
M: 1018.7 g/mol
LUMO: -2.93 eV
Charge: +1
E: -4381.8744 Ha


Entry 2:
Density functional theory data (wB97M-V/def2-TZVPD) for a cluster of 2 separate species, C8H10O2 in total.

Last column: Löwdin charge in e.
Geometry (Å):
C  -1.3936  -0.7726  1.8936  -0.097
C  -0.5187  -1.4369  1.0456  -0.102
C  0.7612  -0.8554  0.8698  -0.103
C  1.1031  0.3595  1.5418  -0.100
C  0.2579  0.9365  2.4753  -0.109
C  -0.9663  0.3223  2.6983  -0.090
H  -2.4492  -1.0860  2.0606  0.107
H  -0.6983  -2.4077  0.4779  0.127
H  1.3932  -1.3829  0.2383  0.072
H  2.0257  0.8800  1.2096  0.112
H  0.6326  1.6984  3.1006  0.088
H  -1.5721  0.7287  3.4664  0.085
C  0.4371  -0.2469  -3.3477  0.012
C  0.1547  0.9419  -2.4692  -0.534
O  0.0963  2.1088  -2.8307  0.081
O  -0.2270  0.4889  -1.2283  0.036
H  0.7116  0.1301  -4.3157  0.082
H  1.1711  -0.8961  -2.8177  0.099
H  -0.4800  -0.8200  -3.3650  0.086
H  -0.4392  1.3094  -0.7035  0.146

Calculated values
M: 138.2 g/mol
Structure (SMILES): c1ccccc1.CC(=O)O
LUMO: 0.75 eV
E: -461.3068 Ha


Entry 3:
Density functional theory data (wB97M-V/def2-TZVPD) for a cluster of 6 separate species, C13H35ClNO9 in total.

Last column: Löwdin charge in e.
Geometry (Å):
Cl  -0.4500  -1.1675  1.9340  0.660
O  -1.4424  -1.9563  1.2373  -0.359
O  0.6788  -1.9927  2.2834  -0.349
O  -0.0155  -0.0790  1.0756  -0.370
O  -1.0073  -0.5788  3.1283  -0.344
C  -0.5243  -0.5043  -2.1727  -0.031
C  0.6199  -0.1843  -3.1442  -0.532
C  0.1106  0.6930  -4.2744  -0.147
C  -0.0945  2.1495  -3.8865  -0.180
C  1.1622  2.7384  -3.2746  -0.139
C  1.8168  1.8856  -2.1728  -0.507
N  1.7340  0.4475  -2.4670  -0.103
O  2.1931  -0.3157  -1.3806  -0.011
C  3.3053  2.2400  -2.1243  -0.046
C  1.2029  2.2523  -0.8165  -0.045
C  1.1171  -1.4972  -3.7615  -0.036
H  -1.4865  -0.7120  -2.6469  0.077
H  -0.7262  0.3362  -1.5088  0.067
H  -0.3311  -1.3619  -1.5237  0.086
H  0.8363  0.6912  -5.0993  0.120
H  -0.8036  0.2277  -4.6446  0.117
H  -0.9383  2.2704  -3.1986  0.114
H  -0.3692  2.7123  -4.7842  0.106
H  0.8823  3.6723  -2.7846  0.114
H  1.9134  2.9626  -4.0359  0.113
H  3.7724  1.8556  -1.2180  0.080
H  3.8221  1.8382  -2.9974  0.083
H  3.4591  3.3256  -2.1457  0.081
H  1.3877  3.2931  -0.5257  0.087
H  0.1283  2.0796  -0.7552  0.073
H  1.6607  1.6952  0.0062  0.079
H  1.9389  -1.2910  -4.4487  0.081
H  0.3115  -1.9736  -4.3273  0.083
H  1.4397  -2.1692  -2.9697  0.078
H  1.4949  -0.3167  -0.6982  0.069
C  -1.7339  -3.7065  4.7638  -0.158
O  -1.5951  -2.9344  5.9475  -0.123
H  -1.5365  -4.7654  4.9718  0.076
H  -2.7564  -3.6431  4.3869  0.077
H  -1.0601  -3.4106  3.9595  0.054
H  -1.3263  -3.4996  6.6734  0.067
C  -1.3980  3.3576  2.2474  -0.181
O  -0.6503  2.6399  3.2022  -0.119
H  -2.2317  2.7652  1.8484  0.082
H  -1.8906  4.2050  2.7380  0.069
H  -0.7954  3.7301  1.4136  0.062
H  -0.6698  1.7189  2.9135  0.033
C  1.6419  -1.6838  5.4613  -0.151
O  2.8216  -2.2703  4.8924  -0.138
H  1.6609  -0.6055  5.2747  0.081
H  0.7556  -2.1402  5.0324  0.045
H  1.6378  -1.7815  6.5472  0.071
H  2.6469  -2.3006  3.9463  0.052
C  -3.9197  -1.6598  -1.2569  -0.192
O  -3.3777  -0.5368  -0.6188  -0.130
H  -3.1613  -2.2192  -1.8192  0.069
H  -4.3779  -2.3762  -0.5586  0.077
H  -4.7196  -1.3153  -1.9128  0.072
H  -2.7637  -0.8339  0.0690  0.038

Calculated values
M: 384.9 g/mol
LUMO: 2.86 eV
Charge: -1
E: -1708.1629 Ha


Entry 4:
Density functional theory data (wB97M-V/def2-TZVPD) for a structure of composition C5H14N2O.

Last column: Löwdin charge in e.
Geometry (Å):
C  2.0034  -0.4372  -0.3519  -0.093
C  0.2828  1.9663  0.0239  -0.125
N  0.6657  0.5865  0.2627  -0.078
O  3.1210  0.3822  -0.1996  -0.063
H  3.1082  1.0431  -0.9031  0.092
H  0.9631  0.5357  1.2363  0.098
H  2.1314  -1.2402  0.3693  0.117
H  1.7703  -0.6529  -1.3902  0.093
H  -0.4797  2.2952  0.7435  0.094
H  -0.1135  2.0373  -0.9898  0.072
H  1.1298  2.6506  0.0553  0.069
C  -1.4931  -0.8780  1.3657  -0.063
C  -0.9234  -0.5419  -0.0168  -0.522
N  -1.9679  0.0931  -0.7706  0.057
C  -0.4131  -1.6695  -0.7509  -0.143
H  -1.6510  0.3504  -1.6948  0.076
H  -2.4013  0.8791  -0.3078  0.068
H  -1.9408  -1.8696  1.3312  0.077
H  -2.2742  -0.2080  1.7384  0.066
H  -0.7314  -0.9330  2.1441  0.065
H  0.0632  -2.4635  -0.1861  0.023
H  -0.8495  -1.9259  -1.7088  0.019

Calculated values
M: 118.2 g/mol
LUMO: 0.50 eV
E: -383.4772 Ha